Record 1
C6H19Cl2FLiO6PSi2 | wB97M-V/def2-TZVPD

Last column: Mulliken charge in e.
Cartesian coordinates (Å):
C  2.41  2.87  -1.80  -1.43
C  1.32  2.05  -2.42  0.43
Cl  -0.18  2.92  -2.72  -0.26
C  1.45  0.76  -2.78  0.35
Cl  0.16  -0.07  -3.52  -0.18
Si  3.11  -0.24  -2.50  0.44
O  2.83  -1.62  -1.55  -0.04
Si  3.67  -1.75  -0.15  0.47
H  3.16  3.12  -2.53  0.33
H  1.97  3.82  -1.50  0.44
H  2.82  2.43  -0.90  0.32
H  3.92  -0.51  -3.70  -0.22
H  3.89  0.62  -1.56  -0.39
H  5.10  -1.99  -0.43  -0.21
H  3.53  -0.51  0.66  -0.16
H  3.12  -2.87  0.66  -0.20
C  -2.32  -2.86  0.71  -0.60
O  -1.43  -2.43  1.78  -0.37
P  -0.46  -1.13  1.60  1.11
O  0.82  -1.43  2.23  -0.67
O  -1.41  -0.20  2.65  -0.31
C  -2.79  -0.17  2.53  -0.85
O  -0.24  0.10  0.60  -0.26
C  -1.05  0.22  -0.61  0.29
H  -2.11  -3.90  0.48  0.26
H  -3.35  -2.76  1.04  0.26
H  -2.19  -2.27  -0.20  0.28
H  -3.21  -0.92  3.23  -0.11
H  -3.17  -0.40  1.54  0.20
H  -3.14  0.83  2.81  0.75
H  -2.12  0.33  -0.36  0.18
H  -0.91  -0.65  -1.26  0.20
H  -0.72  1.10  -1.14  -0.48
Li  -3.15  -0.69  4.87  1.01
F  2.30  -1.40  -3.79  -0.58
O  -3.91  2.86  2.87  -0.65
H  -4.34  3.70  3.07  0.31
H  -3.38  3.04  2.09  0.32

- Total charge: 0
- Frontier orbital gap: 3.48 eV
- Multiplicity: 1
- HOMO energy: -6.6107 eV
- Molecular weight: 371.20 g/mol
- Strongest force on any atom: 4.22 eV/A
- Lowest unoccupied orbital energy: -3.13 eV

***

Record 2
C6H19CoF4N2O12S4 | wB97M-V/def2-TZVPD

Last column: Mulliken spin population.
Cartesian coordinates (Å):
Co  -0.02  -0.37  0.47  2.78
O  0.70  -1.99  -0.47  0.09
H  1.62  -2.32  -0.42  0.01
N  0.60  0.24  2.26  0.08
S  1.95  -0.19  3.22  0.30
O  1.74  -1.09  4.36  0.06
O  3.01  0.81  3.31  0.07
F  2.44  -1.24  2.09  0.03
S  0.11  1.18  3.34  0.32
O  0.68  2.53  3.38  0.04
O  -0.37  0.64  4.63  0.05
F  -1.32  1.43  2.60  0.01
N  -1.29  0.65  -0.68  0.04
S  -2.43  -0.28  -1.53  -0.02
O  -1.95  -1.65  -1.61  0.01
O  -3.25  0.23  -2.65  0.01
F  -3.49  -0.38  -0.28  0.00
S  -1.69  1.95  -1.26  0.00
O  -3.01  2.50  -0.90  0.01
O  -1.08  2.40  -2.53  0.00
F  -0.79  2.71  -0.16  0.01
C  2.27  2.75  -1.36  0.01
C  2.37  1.93  -0.10  0.02
O  1.89  0.62  -0.31  -0.04
H  2.67  3.74  -1.13  0.00
H  1.23  2.82  -1.70  0.00
H  2.93  2.31  -2.11  0.00
H  1.82  2.38  0.72  0.01
H  3.42  1.96  0.21  0.00
H  2.54  0.12  -0.82  0.01
C  -1.47  -2.76  3.54  0.00
C  -2.19  -1.71  2.71  0.02
O  -1.57  -1.67  1.42  0.04
H  -0.42  -2.50  3.64  0.01
H  -1.57  -3.76  3.12  0.00
H  -1.86  -2.87  4.55  0.00
H  -2.23  -0.72  3.16  0.01
H  -3.23  -2.03  2.63  0.00
H  -1.88  -2.47  0.99  0.00
C  0.89  -0.08  -3.40  0.00
C  -0.03  -0.70  -4.46  0.00
O  -0.33  -2.05  -4.14  0.00
H  1.86  -0.59  -3.36  0.00
H  0.41  -0.18  -2.43  0.00
H  0.99  0.99  -3.57  0.00
H  0.54  -0.64  -5.38  0.00
H  -0.91  -0.08  -4.63  0.00
H  -0.28  -2.56  -4.95  0.00

- Total charge: -2
- Frontier orbital gap (alpha / beta): 3.18 / 7.41 eV
- Multiplicity: 5
- HOMO energy (alpha / beta): 1.3748 / -2.8665 eV
- Molecular weight: 574.41 g/mol
- Strongest force on any atom: 11.43 eV/A
- Lowest unoccupied orbital energy (alpha / beta): 4.55 / 4.55 eV

***

Record 3
C6H19F2N2O9S2V | wB97M-V/def2-TZVPD

Last column: Mulliken spin population.
Cartesian coordinates (Å):
O  -1.81  0.05  -0.13  0.02
V  -0.82  0.99  0.65  -0.02
O  -0.60  0.78  2.18  0.02
N  0.44  2.35  -0.30  0.00
S  1.24  2.76  -1.62  0.00
O  2.61  2.18  -1.77  0.00
O  0.78  3.93  -2.34  0.00
F  0.42  1.58  -2.39  0.00
S  1.39  3.53  0.59  0.00
O  1.37  4.94  0.24  0.00
O  2.57  3.08  1.22  0.00
F  0.38  3.45  1.83  0.00
C  -3.81  2.86  0.65  0.00
O  -2.44  2.75  0.88  0.00
H  -4.43  1.97  0.61  0.00
H  -4.18  3.47  1.48  0.00
H  -4.01  3.40  -0.28  0.00
H  -2.20  3.68  0.94  0.00
C  -2.51  -2.27  2.16  0.00
O  -2.72  -3.70  1.95  0.00
H  -2.56  -1.75  1.20  0.00
H  -3.45  -2.09  2.69  0.00
H  -1.54  -2.07  2.59  0.00
H  -3.48  -3.78  1.36  0.00
C  3.00  -1.08  0.62  0.01
C  1.82  -1.37  -0.35  0.08
C  1.97  -2.75  -1.04  0.11
O  0.84  -3.01  -1.82  0.41
C  0.93  -2.35  -3.11  0.01
N  0.62  -1.41  0.51  0.22
H  3.86  -0.94  -0.04  0.00
H  3.19  -1.89  1.32  0.00
H  3.01  -0.20  1.27  0.01
H  1.75  -0.52  -1.04  0.03
H  2.08  -3.41  -0.18  0.01
H  2.90  -2.84  -1.60  0.01
H  0.29  -2.86  -3.83  0.03
H  1.95  -2.13  -3.40  -0.01
H  0.30  -1.46  -3.09  0.05
H  0.89  -1.86  1.37  0.01
H  -0.03  -2.01  0.03  0.00

- Total charge: +1
- Frontier orbital gap (alpha / beta): 7.72 / 3.36 eV
- Multiplicity: 2
- HOMO energy (alpha / beta): -12.7557 / -12.7459 eV
- Molecular weight: 416.30 g/mol
- Strongest force on any atom: 8.89 eV/A
- Lowest unoccupied orbital energy (alpha / beta): -5.04 / -9.38 eV

***

Record 4
C6H19InN6O4 | wB97M-V/def2-TZVPD

Last column: Mulliken charge in e.
Cartesian coordinates (Å):
In  -35.10  -6.28  -15.16  1.19
C  -38.05  -6.15  -19.15  -1.26
C  -37.90  -5.17  -17.90  0.73
C  -39.05  -5.60  -16.86  -1.04
O  -36.63  -5.06  -17.42  -0.22
H  -39.09  -6.28  -19.47  0.45
H  -37.76  -7.17  -18.91  0.20
H  -37.55  -5.92  -20.09  0.42
H  -38.22  -4.16  -18.15  0.29
H  -39.35  -4.90  -16.08  0.29
H  -38.68  -6.52  -16.41  0.28
H  -39.91  -5.78  -17.50  0.47
C  -35.46  -6.69  -11.13  0.62
O  -35.19  -6.20  -12.20  -0.55
N  -35.66  -7.91  -10.97  -0.38
N  -35.64  -6.07  -9.99  -0.45
H  -35.58  -8.32  -11.89  0.17
H  -35.61  -8.45  -10.12  0.21
H  -35.45  -5.08  -10.10  0.25
H  -35.61  -6.51  -9.08  0.20
C  -35.36  -9.34  -17.93  0.54
O  -35.11  -8.46  -17.21  -0.56
N  -35.01  -10.56  -17.84  -0.35
N  -35.96  -9.14  -19.03  -0.36
H  -34.28  -10.89  -17.23  0.27
H  -35.20  -11.04  -18.71  0.17
H  -36.41  -9.87  -19.54  0.21
H  -36.23  -8.17  -19.15  0.16
C  -38.86  -5.97  -13.66  0.50
O  -37.67  -5.76  -13.98  -0.53
N  -39.38  -7.19  -13.56  -0.40
N  -39.73  -5.02  -13.45  -0.43
H  -40.34  -7.16  -13.24  0.17
H  -38.89  -7.99  -13.19  0.25
H  -39.26  -4.14  -13.62  0.29
H  -40.72  -5.20  -13.34  0.20

- Total charge: +2
- Frontier orbital gap: 3.23 eV
- Multiplicity: 1
- HOMO energy: -15.3170 eV
- Molecular weight: 354.07 g/mol
- Strongest force on any atom: 8.18 eV/A
- Lowest unoccupied orbital energy: -12.09 eV

***

Record 5
C6H20CoN4O8 | wB97M-V/def2-TZVPD

Last column: Mulliken spin population.
Cartesian coordinates (Å):
Co  -21.61  12.87  4.42  2.81
O  -22.10  12.14  2.57  0.05
C  -23.22  11.31  2.76  -0.02
C  -23.37  10.64  4.16  -0.01
O  -23.17  11.52  5.25  0.06
H  -23.22  10.52  2.02  0.01
H  -24.11  11.87  2.48  0.00
H  -22.55  9.92  4.16  0.00
H  -24.27  10.05  4.28  0.01
O  -21.18  13.44  6.42  0.05
C  -20.59  14.02  7.59  0.00
C  -20.47  12.99  8.88  0.00
O  -21.63  12.23  9.20  0.00
H  -21.09  14.95  7.84  0.00
H  -19.56  14.29  7.38  0.00
H  -20.14  13.43  9.82  0.00
H  -19.70  12.33  8.50  0.00
C  -18.49  11.63  4.75  -0.01
O  -19.69  11.73  4.62  0.01
N  -17.65  11.71  3.81  0.00
N  -17.94  11.40  5.81  0.00
H  -18.09  11.91  2.92  0.00
H  -16.67  11.72  4.03  0.00
H  -18.59  11.23  6.56  0.00
H  -16.94  11.30  5.90  0.00
C  -24.14  15.02  3.91  0.00
O  -23.07  14.58  4.33  0.02
N  -25.07  14.34  3.49  0.00
N  -24.54  16.25  3.99  0.00
H  -24.97  13.33  3.49  0.00
H  -25.89  14.88  3.25  0.00
H  -25.46  16.44  3.63  0.00
H  -23.92  16.85  4.53  0.00
O  -20.43  14.53  3.79  0.01
H  -20.50  14.73  2.86  0.00
H  -19.68  15.06  4.08  0.01
O  -19.29  11.80  1.69  0.00
H  -19.24  10.90  1.36  0.00
H  -20.17  11.87  2.06  0.00

- Total charge: -2
- Frontier orbital gap (alpha / beta): 2.83 / 2.81 eV
- Multiplicity: 4
- HOMO energy (alpha / beta): 1.8548 / 1.8672 eV
- Molecular weight: 335.18 g/mol
- Strongest force on any atom: 10.51 eV/A
- Lowest unoccupied orbital energy (alpha / beta): 4.69 / 4.68 eV

***

Record 6
C6H20Li2N4O8 | wB97M-V/def2-TZVPD

Last column: Mulliken charge in e.
Cartesian coordinates (Å):
Li  -0.70  -3.18  -0.92  0.71
Li  0.78  -0.97  0.09  0.98
O  -0.81  -1.86  0.92  -0.72
C  -0.15  -2.50  1.98  -0.36
C  1.30  -2.05  2.33  -0.61
O  2.33  -2.11  1.36  -0.96
H  -0.28  -3.60  1.81  0.18
H  -0.75  -2.44  2.92  0.19
H  1.67  -2.72  3.13  0.40
H  1.26  -1.04  2.79  0.10
O  -2.51  -2.22  -1.61  -0.92
C  -2.01  -1.48  -2.69  -0.64
C  -0.61  -0.76  -2.57  0.19
O  0.48  -1.49  -2.01  -1.05
H  -2.81  -0.74  -2.89  0.16
H  -2.00  -2.15  -3.58  0.22
H  -0.69  0.13  -1.92  -0.02
H  -0.33  -0.45  -3.59  0.31
C  1.17  2.09  0.38  0.32
O  1.04  0.89  0.47  -0.35
N  1.82  2.66  -0.68  -0.31
N  0.62  3.02  1.25  -0.47
H  2.16  1.99  -1.38  0.32
H  2.14  3.61  -0.73  0.15
H  0.26  2.67  2.12  0.31
H  0.82  3.96  0.99  0.12
C  -3.31  1.13  1.20  0.50
O  -3.91  0.06  1.07  -0.62
N  -3.95  2.29  1.44  -0.38
N  -1.97  1.23  0.92  -0.05
H  -3.43  3.15  1.42  0.14
H  -4.93  2.27  1.65  0.22
H  -1.57  2.14  0.95  0.14
H  -1.38  0.41  0.80  -0.01
O  2.46  0.58  -2.52  -0.81
H  1.66  -0.01  -2.47  0.34
H  3.16  0.06  -2.10  0.30
O  4.24  -0.80  -0.50  -0.66
H  3.61  -0.93  0.24  0.37
H  5.11  -0.85  -0.10  0.25

- Total charge: -2
- Frontier orbital gap: 4.00 eV
- Multiplicity: 1
- HOMO energy: 0.3385 eV
- Molecular weight: 290.13 g/mol
- Strongest force on any atom: 4.06 eV/A
- Lowest unoccupied orbital energy: 4.34 eV

***

Q: Which of these has the highest total charge?
A: C6H19InN6O4

***

Q: Look up the molecular weight of the fourth one.
A: 354.07 g/mol

***

Q: What is the multiplicity in the sixth record?
A: 1

***

Q: Which formula does entry 1 have?
A: C6H19Cl2FLiO6PSi2